Formula: C3H3LiO4Pd
Source: the Open Molecules 2025 dataset
Level of theory: ωB97M-V with the def2-TZVPD basis set

Summary:
**Total energy**: -552.3614 hartree
**E_LUMO (alpha / beta)**: -0.43 / -0.80 eV
**HOMO (alpha / beta)**: -5.63 / -8.52 eV
**F_max**: 14.180 eV/A
**2S+1**: 3
**Energy relative to the best compared isomer or geometry (same formula, charge and spin)**: 0.00 kcal/mol
**HOMO-LUMO gap (alpha / beta)**: 5.2 / 7.7 eV

Structure (XYZ):
```
12
Properties=species:S:1:pos:R:3:mulliken_charge:R:1
C 1.455 -1.487 0.105 -0.6486
C -0.292 0.056 -0.138 0.5472
O -2.488 -0.752 -0.616 -0.5606
Li 0.925 2.672 0.742 0.4009
H 1.554 -2.567 -0.022 0.2163
O -2.259 1.404 -0.077 -0.7559
O 0.091 -1.182 -0.216 -0.2075
O 0.466 0.979 0.111 -0.4597
H 1.666 -1.196 1.141 0.2924
H 2.128 -0.953 -0.577 0.2943
Pd -1.398 2.804 -0.212 0.2181
C -1.849 0.220 -0.242 0.6631
```